This record from OMol25 describes a 3-piece molecular cluster, C12H30ClN2O4 overall. The level of theory is ωB97M-V/def2-TZVPD.

Cartesian coordinates (Å):
Cl1 -0.547939 -1.523367 -4.010132
C1 4.411032 0.614715 -5.606733
O1 3.838987 0.818160 -4.324233
C2 2.414822 0.564955 -4.252548
C3 1.845967 1.066739 -2.927639
N1 2.178792 0.123498 -1.826130
C4 1.496399 0.608266 -0.636276
C5 1.751540 -0.182304 0.666676
O2 1.526104 -1.599525 0.454804
C6 1.618618 -2.366414 1.653294
H1 5.478776 0.701270 -5.405444
H2 4.200865 1.499404 -6.207780
H3 4.079273 -0.289261 -6.117487
H4 2.165360 -0.491110 -4.355466
H5 1.912113 1.246972 -4.938270
H6 0.757536 1.113615 -2.962517
H7 2.265040 2.051740 -2.722058
H8 3.176231 0.159712 -1.671521
H9 0.411734 0.584109 -0.741202
H10 1.813622 1.644723 -0.521326
H11 1.133667 0.214662 1.472134
H12 2.779438 -0.071181 1.011916
H13 0.892662 -3.179389 1.666186
H14 1.476116 -1.774597 2.557476
H15 2.580857 -2.867835 1.757103
C7 -2.048699 0.970914 -1.360300
O3 -2.071361 0.704278 0.040869
C8 -1.742449 1.846794 0.848816
C9 -2.055710 1.460252 2.327326
N2 -1.113534 0.437642 2.732714
C10 -1.405159 -0.104393 4.041716
C11 -2.571612 -1.015354 4.079086
O4 -2.580525 -2.116577 3.120889
C12 -3.861681 -2.571025 2.750630
H16 -1.585927 1.935020 -1.571092
H17 -3.112858 0.985786 -1.595754
H18 -1.414205 0.351329 -1.994047
H19 -2.322851 2.752744 0.674160
H20 -0.715275 2.203403 0.772437
H21 -3.098620 1.147737 2.274605
H22 -1.936357 2.371481 2.913436
H23 -1.323528 -0.328251 2.108680
H24 -1.442145 0.739385 4.730752
H25 -0.508416 -0.670356 4.293965
H26 -3.435469 -0.371891 3.912368
H27 -2.698621 -1.325250 5.116357
H28 -4.476522 -1.787710 2.307360
H29 -4.388618 -3.054661 3.573150
H30 -3.747469 -3.228857 1.889050

Atomic forces in eV per Å
Cl -0.0270 0.1674 -0.1842
C -0.1082 1.2042 1.1087
O -0.4991 -0.6066 0.2157
C -0.2095 1.1097 0.6069
C 1.0928 -1.7402 0.6383
N -0.7325 0.4642 -0.4221
C 0.1902 -0.8791 0.8558
C 0.5304 -0.6889 -0.6497
O -0.2536 0.5916 0.6851
C 0.0177 0.1538 -0.2067
H 0.1836 -0.6909 -0.3347
H -0.3724 0.0013 -0.5493
H 0.1790 -0.1517 0.1245
H -0.0790 0.0742 -0.3681
H -0.0210 -0.4566 -0.9177
H 0.0679 -0.0556 -0.3599
H -0.0270 0.5171 0.0080
H 0.2158 -0.0557 0.0634
H 0.0654 -0.0209 -0.5320
H -0.2408 0.5010 0.7728
H -0.4019 -0.0668 -0.0243
H 0.4885 0.1387 -0.0699
H -0.3303 0.2295 -0.2797
H -0.1948 0.2122 0.0044
H 0.4883 0.1407 -0.1867
C -0.1887 0.7947 0.2357
O 1.1770 0.9728 0.4526
C -0.5352 -0.5720 1.4353
C 0.6928 0.6374 -2.0283
N -0.6032 0.1577 -0.3927
C 2.0015 -0.5398 -0.6462
C -1.8616 -0.0006 0.2012
O 0.6887 1.0757 0.7790
C 0.2562 0.3394 -0.5017
H -0.3406 0.6136 0.2443
H 0.1874 -0.0437 -0.9659
H -0.4924 -1.1218 0.3693
H -0.6671 -0.0967 -0.7208
H 0.4610 -0.5528 -0.2740
H -0.2913 -0.0697 0.5189
H -0.0521 -0.1295 0.2944
H 0.4504 -0.3094 -0.5321
H -0.5406 -0.2052 0.4146
H 0.1275 -0.1649 0.4072
H -0.4650 -0.1727 -0.2543
H -0.0590 -0.6810 0.1446
H -0.1966 0.5496 0.4610
H -0.1011 -0.0639 0.0547
H 0.3295 -0.5100 0.3046

## Properties
* ΔE to the lowest compared entry with this formula, charge and spin: 0.00 kcal per mole
* E_HOMO (alpha / beta): 2.9655 / -2.1019 eV
* net charge: -2
* largest force on an atom: 0.0435 Eh/bohr
* orbital gap (alpha / beta): 0.0590 / 0.2451 Eh
* energy: -1345.698906 hartree
* spin multiplicity: 2